Density functional theory data (ωB97M-V/def2-TZVPD) for a molecular structure, C40H38N4PSSc at a distorted geometry.

## Properties
**Relative energy (zero: lowest compared OMol25 entry of this formula, charge and spin)**: 1.2519 eV
**E_tot**: -3266.3165 Ha
**LUMO level**: 0.133 eV

Structure (XYZ):
```
85
Properties=species:S:1:pos:R:3:forces:R:3
Sc 0.1075 -0.0234 -0.2042 0.54 -0.85 0.36
C 3.8103 -1.6781 1.4316 0.08 0.07 -0.17
C 2.4486 -1.0883 1.2555 -0.10 -0.29 -0.01
N 1.6443 -1.5053 0.1629 -0.12 0.88 -0.37
N 1.9397 -2.7330 -0.3404 0.08 0.08 0.20
C 1.0387 -3.6068 -0.6679 -0.02 -0.16 -0.08
N 1.4350 -4.8154 -1.1735 -0.18 -0.02 -0.03
S -0.6618 -3.3573 -0.4068 -0.20 -0.05 -0.11
C 1.8450 -0.2165 2.1065 -0.29 0.17 0.23
C 2.4979 0.4348 3.2328 -0.06 -0.05 -0.11
C 1.8219 1.2821 4.0284 -0.20 0.12 0.04
C 0.4276 1.5589 3.7865 0.23 -0.01 0.20
C -0.1495 0.9552 2.7274 0.06 -0.26 -0.20
N 0.4843 0.1036 1.8634 -0.02 0.25 0.17
H 3.7671 -2.7338 1.7343 0.03 0.03 -0.01
H 4.3739 -1.1521 2.1964 -0.01 -0.03 0.03
H 4.4149 -1.6216 0.5132 -0.04 0.01 0.03
H 2.9191 -2.9925 -0.4158 0.04 0.06 -0.06
H 2.3510 -4.9006 -1.5834 0.04 -0.02 0.09
H 0.7108 -5.3355 -1.6400 0.01 0.00 -0.03
H 3.5441 0.2407 3.4261 -0.01 -0.01 -0.03
H 2.3313 1.7607 4.8570 -0.02 -0.01 -0.02
H -0.1444 2.2228 4.4195 0.05 -0.03 -0.01
H -1.1969 1.1298 2.5105 -0.07 0.03 -0.07
C -4.5653 3.2932 -4.4397 0.03 -0.03 0.00
C -5.2391 2.8421 -3.3173 0.01 -0.05 0.02
C -4.5352 2.3118 -2.2391 -0.05 0.01 -0.02
C -3.1511 2.2333 -2.2824 0.13 -0.04 -0.10
C -2.4773 2.6745 -3.4249 -0.02 0.03 0.03
C -3.1770 3.2052 -4.4940 -0.02 -0.01 0.02
P -2.1003 1.6953 -0.8838 0.08 0.37 0.24
C -3.2999 1.4372 0.4770 0.02 -0.06 -0.02
C -4.0701 0.2707 0.4308 0.04 0.01 -0.02
C -4.9618 -0.0324 1.4478 0.00 0.01 -0.02
C -5.0826 0.8183 2.5391 0.03 0.02 0.00
C -4.3127 1.9702 2.6014 0.02 0.02 -0.03
C -3.4271 2.2820 1.5758 -0.06 0.04 0.03
C -1.2741 3.2847 -0.4977 -0.06 -0.12 0.10
C -1.9979 4.4496 -0.4271 0.02 0.08 -0.02
C -1.3719 5.6675 -0.0996 -0.04 -0.05 -0.03
C -0.0257 5.6916 0.1358 0.02 -0.02 0.02
C 0.7546 4.5160 0.0470 0.04 0.03 -0.03
C 2.1586 4.5578 0.2544 -0.07 0.00 -0.01
C 2.8990 3.4229 0.1258 0.01 0.00 -0.01
C 2.2682 2.1987 -0.2044 0.13 -0.02 -0.01
C 0.9132 2.0723 -0.3967 -0.25 0.04 -0.22
C 0.1369 3.2753 -0.2758 0.09 0.01 -0.07
H -5.1168 3.7124 -5.2722 0.01 0.00 0.01
H -6.3199 2.9051 -3.2703 0.03 0.00 0.00
H -5.0741 1.9789 -1.3614 0.00 0.00 0.00
H -1.3928 2.6298 -3.4587 -0.02 0.00 0.00
H -2.6420 3.5591 -5.3671 -0.01 -0.01 0.02
H -3.9772 -0.3994 -0.4177 0.00 0.00 -0.02
H -5.5563 -0.9362 1.3904 0.02 0.02 0.01
H -5.7688 0.5802 3.3417 0.00 0.00 -0.01
H -4.3963 2.6352 3.4521 0.00 -0.02 -0.01
H -2.8346 3.1860 1.6376 0.01 -0.05 0.01
H -3.0642 4.4389 -0.6284 0.02 0.00 0.00
H -1.9578 6.5766 -0.0443 0.01 -0.02 0.01
H 0.4712 6.6225 0.3867 -0.01 0.00 -0.01
H 2.6227 5.5042 0.5096 -0.02 -0.01 0.00
H 3.9715 3.4488 0.2854 -0.03 0.01 -0.01
H 2.9048 1.3193 -0.2714 0.02 -0.02 0.02
C -0.1562 -0.9122 -3.3186 -0.01 0.02 -0.05
C -1.2452 -1.8335 -2.7549 -0.01 0.04 0.00
C -1.0400 -3.2217 -3.4019 0.09 0.05 0.09
C -1.1045 -1.7698 -1.1948 -0.04 -0.32 -0.14
C -2.6482 -1.4074 -3.1998 0.00 -0.03 0.01
C -2.8626 -0.5234 -4.2532 0.01 0.03 0.02
C -4.1427 -0.2684 -4.7330 0.02 0.02 0.03
C -5.2424 -0.8891 -4.1639 0.04 -0.02 0.03
C -5.0481 -1.7756 -3.1113 0.04 0.05 0.03
C -3.7673 -2.0301 -2.6418 -0.06 -0.01 -0.01
H 0.8108 -1.2190 -2.9081 0.03 0.00 -0.01
H -0.3300 0.1329 -3.0361 0.00 0.01 0.00
H -0.0771 -0.9532 -4.4081 0.01 0.01 0.01
H -0.0104 -3.5730 -3.2774 -0.05 0.03 0.02
H -1.2378 -3.1409 -4.4733 0.02 -0.01 0.02
H -1.7137 -3.9712 -2.9862 0.00 0.03 -0.01
H -2.0942 -1.6745 -0.7380 -0.05 0.07 0.03
H -2.0252 -0.0126 -4.7121 -0.05 -0.03 0.00
H -4.2768 0.4306 -5.5493 0.01 0.00 0.02
H -6.2398 -0.6835 -4.5321 0.02 -0.01 0.00
H -5.8954 -2.2747 -2.6563 0.02 0.00 -0.01
H -3.6372 -2.7470 -1.8378 0.02 0.02 0.00
```
Forces are in eV/Å.